[1]
16
Properties=species:S:1:pos:R:3:forces:R:3 method="wB97M-V/def2-TZVPD" homo_lumo_gap_ev="7.69 / 7.70" charge=+1 lumo_ev="-4.76 / -4.76"
C -0.481 1.219 -0.808 3.69 0.12 1.93
C 0.109 -0.194 -0.732 -2.00 0.81 3.42
C -1.735 0.088 0.754 0.83 -1.49 0.79
C 1.365 -1.810 0.222 0.37 -3.61 2.50
N -1.201 1.462 0.433 -1.13 -0.11 -0.42
O 1.144 -0.495 0.026 -0.50 4.40 -1.76
Br -3.352 -0.335 -0.097 -0.19 0.20 -0.02
H 0.352 1.937 -0.842 -0.45 0.21 -0.75
H -1.233 1.326 -1.482 -1.36 0.03 -2.93
H -0.199 -0.912 -1.423 -0.52 -1.13 -1.18
H -1.767 -0.091 1.908 -0.05 0.43 -2.27
H 1.536 -1.947 1.300 0.47 0.29 -0.14
H 2.217 -2.304 -0.267 -0.51 0.61 -0.46
H 0.412 -2.305 0.175 -0.26 -0.85 -0.88
H -0.540 1.517 1.163 0.93 1.23 1.27
H -1.831 2.315 0.306 0.67 -1.14 0.90

---

[2]
13
Properties=species:S:1:pos:R:3:forces:R:3 method="wB97M-V/def2-TZVPD" homo_lumo_gap_ev=9.92 charge=+1 lumo_ev=-3.45
N -1.872 0.137 -0.653 1.18 -0.68 -0.28
H -2.278 -0.103 -1.552 -0.47 -0.21 0.23
H -2.003 -0.567 0.087 -0.29 0.23 -0.69
H -0.675 0.116 -0.841 -0.70 -0.62 0.56
H -2.191 1.026 -0.335 -0.46 0.80 0.17
C 0.827 -0.293 -0.779 0.50 0.06 1.09
C 0.962 0.362 0.429 0.43 -0.49 0.90
N 1.599 -0.097 1.560 -1.33 -0.74 -1.88
H 1.098 -1.341 -0.832 0.28 0.06 -0.16
H 0.971 0.295 -1.664 -0.28 0.33 -0.51
H 0.390 1.301 0.541 1.14 0.02 0.18
H 1.859 -1.091 1.595 0.12 0.76 -0.25
H 1.314 0.254 2.444 -0.12 0.50 0.63

---

[3]
78
Properties=species:S:1:pos:R:3:forces:R:3 method="wB97M-V/def2-TZVPD" homo_lumo_gap_ev=9.76 lumo_ev=0.52
C -3.286 0.176 -4.669 2.73 0.90 0.93
O -3.379 0.490 -3.272 -0.01 -0.24 -0.54
C -3.260 -0.641 -2.419 -1.69 0.01 -0.80
C -3.475 -0.148 -0.964 0.00 -0.88 -2.04
N -3.714 -1.314 -0.122 2.83 2.10 1.02
C -4.168 -0.874 1.161 0.57 0.81 1.70
C -4.362 -2.065 2.076 0.27 -4.19 -10.67
O -4.589 -1.906 3.268 0.52 1.17 9.16
C -3.331 -1.841 4.018 -2.00 1.35 0.66
H -2.218 0.279 -5.038 -0.67 -0.33 0.63
H -3.752 0.969 -5.182 -1.19 0.56 -0.67
H -3.574 -0.812 -4.942 -0.84 -0.74 -0.03
H -2.302 -1.146 -2.669 -0.63 -0.09 0.59
H -4.199 -1.288 -2.674 1.78 0.35 0.46
H -4.357 0.490 -1.031 -0.09 0.29 0.16
H -2.629 0.468 -0.649 0.00 -0.26 0.33
H -4.452 -1.849 -0.437 -1.59 -1.51 -1.51
H -5.075 -0.325 0.993 -0.97 0.36 0.46
H -3.522 -0.154 1.704 0.36 -0.22 -0.76
H -3.577 -2.877 1.865 -0.15 1.22 0.04
H -5.223 -2.612 1.602 -0.02 0.27 0.19
H -2.937 -0.820 3.949 0.49 -0.46 -0.42
H -2.633 -2.669 3.950 -0.07 -0.06 -0.92
H -3.775 -1.884 4.965 0.06 -0.08 1.99
C -0.498 2.344 -3.382 0.10 -0.19 -1.31
O -0.350 2.653 -2.046 -0.97 2.20 -0.29
C 0.209 1.692 -1.238 0.62 -1.00 -1.20
C 1.575 2.209 -0.825 -0.52 -0.73 1.07
N 2.102 1.378 0.256 0.76 -0.17 0.67
C 3.176 2.067 0.978 -0.34 1.11 -0.14
C 3.639 1.344 2.195 -4.65 -5.58 -5.29
O 4.389 1.802 3.058 6.05 5.21 6.05
C 4.761 0.981 4.162 0.19 1.61 -0.52
H 0.440 2.079 -3.884 0.40 0.14 0.25
H -0.876 3.221 -3.953 -0.12 -0.65 0.67
H -1.122 1.454 -3.493 -0.47 0.21 -0.18
H 0.270 0.775 -1.869 0.27 0.00 0.88
H -0.470 1.514 -0.416 0.16 -0.08 0.49
H 1.473 3.210 -0.474 -0.54 1.15 0.44
H 2.230 2.344 -1.663 0.47 -0.57 -0.60
H 1.377 1.362 0.971 -0.26 -0.72 -0.59
H 2.774 3.046 1.181 0.16 0.83 0.73
H 3.994 2.221 0.367 1.80 0.38 -1.76
H 3.986 0.341 1.909 0.16 -0.46 -0.95
H 2.757 1.109 2.656 -3.39 -1.09 1.33
H 5.181 1.717 4.833 0.29 -0.28 0.45
H 5.494 0.303 3.816 1.07 -0.89 -0.29
H 4.008 0.406 4.667 -1.11 0.01 -0.11
O 1.753 -2.003 -1.314 0.00 -0.75 -2.56
C 0.865 -2.121 -0.251 5.25 -0.03 0.89
C -0.504 -2.225 -0.489 -1.85 2.11 -2.24
O -1.160 -2.101 0.678 -1.24 0.19 3.36
H 2.585 -1.560 -1.077 -0.40 0.02 -0.02
H 1.192 -2.960 0.343 -0.13 -0.74 0.61
H 1.134 -1.291 0.276 -0.17 2.47 2.35
H -0.598 -3.104 -0.959 -1.28 -3.91 -1.65
H -0.930 -1.524 -1.177 0.34 0.93 -0.78
H -2.019 -1.673 0.525 -0.45 -0.74 -0.37
O 1.229 -0.841 4.658 0.28 -0.21 -0.20
C 0.703 -0.998 3.321 -0.45 -0.75 1.29
C -0.022 0.247 2.943 -2.14 0.18 1.78
O -0.213 0.360 1.592 1.27 3.58 -0.14
H 0.523 -0.749 5.329 0.33 -0.16 -0.93
H 1.441 -1.163 2.551 1.04 -0.17 0.42
H 0.038 -1.900 3.297 0.36 0.76 -0.15
H 0.422 1.190 3.365 -0.09 -1.01 -0.55
H -1.028 0.110 3.430 0.50 0.71 -0.02
H -0.619 -0.368 1.217 -1.27 -2.93 -0.92
O 3.830 -0.100 -1.464 1.26 -0.45 -2.33
C 3.918 0.616 -2.759 3.15 0.81 4.37
C 2.866 0.344 -3.626 -4.56 -1.92 -2.71
O 2.863 1.360 -4.629 0.15 -0.03 0.34
H 3.258 0.420 -0.915 -0.93 0.53 0.89
H 3.983 1.674 -2.480 0.06 -0.04 -0.45
H 4.823 0.343 -3.306 0.38 0.02 0.69
H 1.827 0.200 -3.176 1.35 0.55 -0.11
H 3.065 -0.635 -4.093 -0.22 0.09 -0.04
H 2.046 1.235 -5.098 -0.37 0.12 -0.58

---

ΔE to the lowest compared entry with this formula, charge and spin, respectively: 3.714, 1.455, 9.487 eV.
E_tot, respectively: -2861.4018, -190.8208, -1576.1780 Eh.